*1*
Here is one molecule with the formula C8H15NO from OMol25. Energies are from ωB97M-V with the def2-TZVPD basis set.

For the HOMO energy, the calculation gives -9.51 eV.

Geometry as ORCA input:
```
! wB97M-V def2-TZVPD RIJCOSX def2/J DEFGRID3
* xyz 0 1
C -1.231 -1.568 0.609
C -0.702 -0.384 -0.342
C -1.398 -0.533 -1.690
C 0.772 -0.072 -0.347
C 1.708 -0.954 0.571
C -0.158 1.001 0.170
C -0.295 1.271 1.681
C -0.346 2.320 -0.611
H -1.078 -2.641 0.193
H -0.667 -1.673 1.427
H -2.319 -1.572 0.808
H -1.019 0.237 -2.396
H -2.627 -0.478 -1.755
H -1.168 -1.516 -2.159
H 1.283 -0.120 -1.386
H 3.318 -0.948 -0.840
H 3.615 -1.620 0.812
H -0.087 0.375 2.218
H -1.325 1.626 1.763
H 0.457 2.018 2.068
H -1.283 2.933 -0.422
H -0.329 2.048 -1.710
H 0.487 3.011 -0.345
N 2.980 -1.180 0.068
O 1.413 -1.581 1.617
*
```

=====

*2*
Here is a 3-piece molecular cluster, C8H15NO overall from OMol25. Energies are from ωB97M-V with the def2-TZVPD basis set.

For the HOMO energy (alpha / beta), the calculation gives -7.42 / -6.14 eV.

Geometry as ORCA input:
```
! wB97M-V def2-TZVPD RIJCOSX def2/J DEFGRID3
* xyz 0 1
C 1.866 -0.482 -0.429
C -0.892 -1.029 -1.967
C -0.202 0.980 1.549
C 2.143 -1.546 0.583
C 2.601 0.814 -0.315
C -3.042 0.344 -0.114
C -0.555 -0.309 -0.758
C -0.379 0.283 0.288
N -3.605 1.183 0.804
O -3.712 -0.389 -0.813
H 1.760 -0.843 -1.447
H -3.044 1.892 1.239
H -4.618 1.297 0.833
H -1.984 -1.119 -2.005
H -0.544 -0.499 -2.856
H -0.455 -2.030 -1.958
H -1.050 0.773 2.204
H 0.706 0.644 2.053
H -0.129 2.059 1.397
H 2.035 -1.175 1.607
H 3.178 -1.918 0.499
H 1.480 -2.405 0.464
H 3.673 0.681 -0.538
H 2.220 1.563 -1.013
H 2.550 1.230 0.695
*
```

=====

Which structure is most stable? *1*, by 3.854 eV over the runner-up.

=====

*1*
Here is one molecule with the formula C4H9FO from OMol25. Energies are from ωB97M-V with the def2-TZVPD basis set.

For the HOMO energy, the calculation gives -10.44 eV.

Geometry as ORCA input:
```
! wB97M-V def2-TZVPD RIJCOSX def2/J DEFGRID3
* xyz 0 1
C -0.024 0.946 -0.866
C -0.733 -1.178 0.117
C 1.088 0.289 1.335
C -0.266 0.213 0.435
O 1.005 -0.532 2.439
F 0.168 0.153 3.361
H 0.300 1.978 -0.850
H -0.935 0.881 -1.416
H 0.705 0.271 -1.475
H -0.020 -1.840 -0.489
H -1.782 -1.095 -0.234
H -0.663 -1.738 1.095
H 1.791 -0.201 0.797
H 1.441 1.310 1.741
H -1.066 0.805 0.823
*
```

=====

*2*
Here is one molecule with the formula C4H9FO from OMol25. Energies are from ωB97M-V with the def2-TZVPD basis set.

For the HOMO energy, the calculation gives -10.03 eV.

Geometry as ORCA input:
```
! wB97M-V def2-TZVPD RIJCOSX def2/J DEFGRID3
* xyz 0 1
C -0.108 2.053 0.251
C 0.174 -0.227 -0.180
C 1.198 -1.412 0.117
C -1.219 -0.777 -0.196
H -1.222 2.109 0.187
H 0.309 2.155 -0.682
H 0.382 2.852 0.858
H 0.438 0.271 -1.038
H 2.156 -0.898 0.360
H 1.320 -2.022 -0.823
H 0.991 -2.128 0.984
H -1.831 0.094 0.035
H -1.394 -1.414 0.743
O 0.296 0.743 0.780
F -1.489 -1.398 -1.396
*
```

=====

Which structure is most stable? *2*, by 2.789 eV over the runner-up.

=====

*1*
Here is one molecule with the formula C5H11N3 from OMol25. Energies are from ωB97M-V with the def2-TZVPD basis set.

For the HOMO energy, the calculation gives -7.04 eV.

Geometry as ORCA input:
```
! wB97M-V def2-TZVPD RIJCOSX def2/J DEFGRID3
* xyz 0 1
C 2.693 -0.804 -0.170
N 1.683 -0.073 0.553
C -0.663 0.058 -0.182
N 1.957 1.301 0.547
N -0.722 1.377 -0.593
C 0.156 -0.673 0.498
C -2.123 -0.918 -0.050
C -3.285 -0.352 0.253
H 2.036 1.680 -0.404
H 1.147 1.777 0.940
H -1.084 1.471 -1.536
H -1.238 1.980 0.038
H 0.198 -1.694 0.824
H -2.065 -1.958 -0.356
H 2.669 -0.591 -1.253
H 3.680 -0.526 0.211
H 2.553 -1.874 -0.022
H -3.361 0.700 0.508
H -4.230 -0.880 0.193
*
```

=====

*2*
Here is one molecule with the formula C5H11N3 from OMol25. Energies are from ωB97M-V with the def2-TZVPD basis set.

For the HOMO energy, the calculation gives -8.87 eV.

Geometry as ORCA input:
```
! wB97M-V def2-TZVPD RIJCOSX def2/J DEFGRID3
* xyz 0 1
C -1.338 0.738 2.242
C -1.983 -0.938 0.015
C 2.308 -0.592 -1.910
C -0.602 -0.425 0.329
C 1.243 -0.035 -0.992
N 1.295 1.313 -0.738
N 0.378 -0.872 -0.517
N -0.284 0.336 1.322
H 0.841 1.538 0.151
H 2.209 1.743 -0.813
H -2.002 -0.088 2.516
H -0.880 1.096 3.169
H -1.925 1.561 1.822
H -2.710 -0.123 0.065
H -2.255 -1.715 0.735
H -2.014 -1.366 -0.992
H 2.248 -0.092 -2.881
H 2.175 -1.668 -2.052
H 3.294 -0.409 -1.473
*
```

=====

*3*
Here is one molecule with the formula C5H11N3 from OMol25. Energies are from ωB97M-V with the def2-TZVPD basis set.

For the HOMO energy, the calculation gives -8.84 eV.

Geometry as ORCA input:
```
! wB97M-V def2-TZVPD RIJCOSX def2/J DEFGRID3
* xyz 0 1
C 1.052 -0.335 -1.516
C 1.580 1.028 0.591
C 0.594 0.189 -0.180
N 0.844 -1.253 -0.401
H 0.374 -0.345 -2.363
H 2.095 -0.241 -1.804
H 1.247 2.072 0.582
H 2.583 0.994 0.154
H 1.647 0.704 1.633
C -1.314 0.115 1.552
C -0.893 0.357 0.123
N -0.543 -1.842 -0.654
N -1.661 1.052 -0.667
H -1.189 -1.426 -1.325
H -0.917 -2.393 0.118
H -1.233 1.163 -1.592
H -0.755 0.761 2.233
H -2.379 0.326 1.678
H -1.135 -0.925 1.838
*
```

=====

Which structure is most stable? *2*, by 3.080 eV over the runner-up.

=====

*1*
Here is a 2-piece molecular cluster, CH6S2 overall from OMol25. Energies are from ωB97M-V with the def2-TZVPD basis set.

For the HOMO energy, the calculation gives -9.37 eV.

Geometry as ORCA input:
```
! wB97M-V def2-TZVPD RIJCOSX def2/J DEFGRID3
* xyz 0 1
C -0.360 -0.623 1.601
H -1.149 -1.197 1.121
H -0.744 -0.310 2.574
H 0.458 -1.324 1.791
H 0.037 0.245 1.078
S 1.129 1.730 -2.083
S -0.054 0.288 -2.969
H 0.398 1.890 -0.973
H 0.284 -0.700 -2.141
*
```

=====

*2*
Here is a 2-piece molecular cluster, CH6S2 overall from OMol25. Energies are from ωB97M-V with the def2-TZVPD basis set.

For the HOMO energy, the calculation gives -8.86 eV.

Geometry as ORCA input:
```
! wB97M-V def2-TZVPD RIJCOSX def2/J DEFGRID3
* xyz 0 1
C 1.495 0.393 -0.076
H -2.952 -0.234 -1.243
H -1.866 0.146 0.445
H 1.719 0.537 1.072
H 2.496 0.027 -0.724
H 1.225 1.365 -0.424
H 0.432 -1.172 1.105
S -2.950 -0.196 -0.013
S 0.400 -0.868 -0.141
*
```

=====

Which structure is most stable? *1*, by 1.791 eV over the runner-up.